(1)
# C9H36N18O9

A cluster of 9 separate species, C9H36N18O9 in total in a non-equilibrium geometry (wB97M-V/def2-TZVPD, the Open Molecules 2025 dataset).

XYZ file:
```
72
C9H36N18O9 wB97M-V/def2-TZVPD
C -0.082 3.393 -2.479
O -0.127 2.181 -2.389
N 0.770 4.092 -1.774
N -0.624 4.108 -3.331
H 1.287 3.606 -1.055
H 0.798 5.101 -1.765
H -0.598 5.116 -3.388
H -1.378 3.708 -3.873
C 3.206 -0.354 2.779
O 1.978 -0.397 2.649
N 4.026 0.531 2.346
N 3.872 -1.266 3.388
H 3.492 1.210 1.822
H 5.033 0.549 2.417
H 4.827 -0.994 3.576
H 3.445 -2.053 3.855
C 1.302 -0.552 -5.346
O 0.982 0.471 -5.942
N 1.115 -0.673 -4.052
N 1.900 -1.597 -5.929
H 0.603 0.069 -3.596
H 1.371 -1.583 -3.696
H 1.860 -1.544 -6.937
H 2.414 -2.338 -5.476
C -1.055 -0.204 0.284
O -2.036 -0.748 0.751
N -0.058 0.414 0.848
N -0.848 -0.322 -0.938
H 0.528 0.960 0.232
H -0.181 0.755 1.791
H -0.233 0.320 -1.418
H -1.453 -0.875 -1.527
C 0.986 2.441 4.015
O -0.135 2.069 3.885
N 1.482 2.753 5.181
N 1.793 2.789 3.045
H 0.890 2.416 5.928
H 2.309 3.312 5.331
H 2.719 2.949 3.415
H 1.415 2.853 2.111
C -1.938 -0.485 5.455
O -1.861 0.557 6.110
N -1.431 -0.452 4.241
N -2.322 -1.622 5.935
H -1.305 -1.344 3.784
H -0.860 0.360 4.056
H -2.622 -1.711 6.896
H -2.352 -2.430 5.329
C 2.747 1.136 -0.945
O 2.249 1.829 -0.041
N 3.575 0.135 -0.583
N 2.491 1.355 -2.257
H 3.997 -0.447 -1.294
H 3.944 0.073 0.354
H 1.944 2.188 -2.424
H 2.832 0.649 -2.893
C -2.168 -2.753 -3.468
O -1.907 -1.577 -3.208
N -1.255 -3.666 -3.428
N -3.253 -3.174 -4.018
H -0.316 -3.329 -3.271
H -1.363 -4.640 -3.671
H -3.925 -2.458 -4.252
H -3.625 -4.113 -3.993
C -5.222 -2.307 0.161
O -6.174 -3.049 -0.040
N -5.425 -1.045 0.476
N -4.011 -2.805 0.317
H -4.545 -0.628 0.744
H -6.362 -0.686 0.360
H -3.158 -2.435 0.711
H -3.973 -3.793 0.114
```

Summary:
Multiplicity ... 2
HOMO level (spin up / spin down) ... -10.95 / -10.79 eV
Energy above the lowest of the compared OMol25 structures with the same formula, charge and spin ... 0.000 eV
Total charge ... +1
LUMO energy (spin up / spin down) ... -2.26 / -7.52 eV
Expectation value of S² ... 0.7588
Largest force on an atom ... 0.1790 hartree/bohr
Frontier orbital gap (spin up / spin down) ... 0.319 / 0.120 Ha

Mulliken atomic charge list, values in e, 4 entries: 0.495 -0.579 -0.319 -0.365



(2)
# C9H36N2O9

A cluster of 9 separate species, C9H36N2O9 in total in a non-equilibrium geometry (wB97M-V/def2-TZVPD, the Open Molecules 2025 dataset).

XYZ file:
```
56
C9H36N2O9 wB97M-V/def2-TZVPD
C -0.097 -0.768 -0.889
O -0.232 0.125 -1.695
N -0.486 -2.048 -1.262
N 0.623 -0.704 0.253
H -0.501 -2.758 -0.582
H -1.117 -2.221 -2.040
H 0.389 0.079 0.862
H 0.840 -1.524 0.844
C -3.099 1.755 -1.539
O -3.184 0.373 -1.776
H -2.465 1.989 -0.672
H -2.666 2.272 -2.398
H -4.096 2.169 -1.267
H -3.595 0.261 -2.634
C -3.041 -3.122 1.953
O -1.805 -2.891 2.634
H -2.838 -2.612 1.006
H -3.192 -4.193 1.763
H -3.884 -2.648 2.496
H -1.166 -3.524 2.294
C -2.862 0.438 2.177
O -1.577 -0.029 2.514
H -3.271 -0.010 1.254
H -3.616 0.315 3.002
H -2.711 1.546 1.995
H -1.564 -1.009 2.599
C 0.316 3.728 -2.145
O 0.618 2.443 -2.683
H 0.697 3.857 -1.118
H 0.867 4.465 -2.751
H -0.772 3.972 -2.097
H 0.328 1.782 -2.040
C 2.302 2.470 2.717
O 1.093 1.776 2.401
H 2.730 2.804 1.791
H 2.064 3.350 3.277
H 2.987 1.799 3.255
H 0.643 1.484 3.193
C -0.743 -1.243 -4.527
O -1.806 -1.023 -3.611
H -1.076 -2.163 -5.053
H -0.628 -0.469 -5.282
H 0.218 -1.337 -4.019
H -1.511 -0.395 -2.948
C 3.236 -1.783 2.959
O 2.749 -2.226 1.746
H 2.632 -2.135 3.750
H 4.285 -2.074 3.170
H 3.258 -0.719 3.002
H 3.331 -1.958 1.033
C 4.167 0.607 -0.779
O 3.499 -0.615 -0.864
H 3.552 1.311 -0.207
H 5.145 0.492 -0.358
H 4.487 1.052 -1.737
H 2.542 -0.508 -0.964
```

Summary:
HOMO level ... -9.52 eV
Energy above the lowest of the compared OMol25 structures with the same formula, charge and spin ... 0.000 eV
Structure (SMILES) ... NC(N)=O.CO.CO.CO.CO.CO.CO.CO.CO
LUMO energy ... 0.33 eV
Largest force on an atom ... 0.0654 hartree/bohr
Frontier orbital gap ... 0.362 Ha

natural (NBO) atomic charge list, values in e, 4 entries: 0.801 -0.699 -0.852 -0.876



(3)
# C9H36O9

A cluster of 9 separate species, C9H36O9 in total in a non-equilibrium geometry (wB97M-V/def2-TZVPD, the Open Molecules 2025 dataset).

XYZ file:
```
54
C9H36O9 wB97M-V/def2-TZVPD
C -3.211 1.194 -0.092
O -1.931 1.768 0.007
H -3.268 0.184 0.254
H -3.853 1.868 0.439
H -3.544 1.301 -1.121
H -1.420 1.571 -0.774
C -0.886 4.146 1.596
O -0.746 2.871 2.155
H -1.903 4.484 1.747
H -0.241 4.853 2.170
H -0.746 4.296 0.549
H -1.230 2.281 1.612
C -1.859 -3.783 2.196
O -2.528 -2.508 2.073
H -1.921 -4.253 3.138
H -2.270 -4.456 1.462
H -0.776 -3.603 1.922
H -2.120 -2.060 1.277
C 0.221 2.602 -3.671
O -0.185 1.650 -2.611
H -0.152 2.247 -4.621
H -0.055 3.588 -3.352
H 1.309 2.594 -3.687
H 0.461 1.840 -1.965
C 3.152 -5.120 1.337
O 2.380 -4.053 1.844
H 2.559 -6.082 1.118
H 3.529 -4.670 0.445
H 3.875 -5.450 1.968
H 2.936 -3.685 2.568
C 1.690 0.578 3.078
O 1.548 1.602 2.125
H 2.565 0.801 3.651
H 0.771 0.538 3.741
H 1.761 -0.341 2.581
H 0.726 2.134 2.210
C 3.183 2.425 -1.117
O 1.832 2.333 -0.661
H 3.311 2.824 -2.137
H 3.700 3.151 -0.493
H 3.749 1.485 -1.112
H 1.857 2.059 0.258
C -1.914 -1.354 -3.819
O -1.810 -0.755 -2.500
H -1.547 -0.581 -4.540
H -1.356 -2.292 -3.966
H -2.959 -1.534 -3.955
H -1.063 -0.068 -2.526
C 0.073 -1.450 0.034
O -1.362 -1.479 0.054
H 0.434 -2.061 0.848
H 0.425 -1.815 -0.960
H 0.506 -0.453 0.100
H -1.695 -1.363 -0.873
```

Summary:
HOMO level ... -8.81 eV
Energy above the lowest of the compared OMol25 structures with the same formula, charge and spin ... 5.075 eV
Structure (SMILES) ... CO.CO.CO.CO.CO.CO.CO.CO.CO
LUMO energy ... 0.57 eV
Largest force on an atom ... 0.0726 hartree/bohr
Frontier orbital gap ... 0.345 Ha

natural (NBO) atomic charge list, values in e, 4 entries: -0.245 -0.765 0.190 0.174



(4)
# C9H37AsB4F6NNaOSn2

A structure of composition C9H37AsB4F6NNaOSn2 in a non-equilibrium geometry (wB97M-V/def2-TZVPD, the Open Molecules 2025 dataset).

XYZ file:
```
62
C9H37AsB4F6NNaOSn2 wB97M-V/def2-TZVPD
Na -12.792 17.865 -3.264
Sn -10.708 17.657 -7.512
Sn -13.866 14.200 -5.234
B -11.314 16.171 -4.680
H -11.442 16.165 -3.608
H -10.382 16.638 -4.957
H -11.248 15.151 -5.027
H -12.175 16.675 -5.089
B -13.726 16.616 -7.642
H -13.556 17.681 -7.681
H -14.730 16.370 -7.333
H -13.662 16.161 -8.618
H -13.021 16.179 -6.953
B -14.681 16.267 -2.902
H -14.803 17.249 -2.472
H -15.320 15.554 -2.406
H -14.877 16.323 -3.962
H -13.643 15.987 -2.807
B -12.555 19.531 -5.515
H -11.698 19.442 -4.865
H -13.041 18.578 -5.657
H -13.295 20.248 -5.197
H -12.206 19.867 -6.479
As -10.342 12.727 -7.930
F -12.012 12.883 -7.226
F -10.091 14.442 -7.403
F -8.757 12.588 -8.650
F -10.717 11.084 -8.548
F -10.837 13.403 -9.503
F -9.634 12.024 -6.473
C -13.059 21.685 -2.198
C -11.893 20.804 -1.799
N -12.259 19.438 -1.423
C -13.457 19.420 -0.566
C -13.370 19.982 0.853
C -11.030 18.824 -0.793
C -11.219 17.383 -0.204
H -13.725 21.080 -2.813
H -12.691 22.467 -2.863
H -13.635 22.086 -1.364
H -11.324 20.659 -2.717
H -11.321 21.304 -1.017
H -14.323 19.908 -1.013
H -13.874 18.417 -0.485
H -12.925 20.974 0.781
H -14.337 20.147 1.328
H -12.769 19.199 1.316
H -10.621 19.502 -0.044
H -10.322 18.804 -1.621
H -10.241 17.019 0.111
H -11.572 16.741 -1.012
H -11.898 17.388 0.649
C -9.063 15.238 -1.925
C -7.950 15.618 -2.816
O -7.023 16.339 -2.502
C -7.993 14.966 -4.270
H -9.988 15.334 -2.492
H -9.122 15.755 -0.967
H -9.050 14.168 -1.713
H -8.919 15.389 -4.661
H -8.021 13.880 -4.187
H -7.177 15.338 -4.889
```

Summary:
HOMO level ... -9.48 eV
Energy above the lowest of the compared OMol25 structures with the same formula, charge and spin ... 6.953 eV
LUMO energy ... -3.63 eV
Largest force on an atom ... 0.1030 hartree/bohr
Frontier orbital gap ... 0.215 Ha

natural (NBO) atomic charge list, values in e, 4 entries: 0.932 1.704 1.714 -0.901



(5)
# C9H40AgBN18O9

A structure of composition C9H40AgBN18O9 in a non-equilibrium geometry (wB97M-V/def2-TZVPD, the Open Molecules 2025 dataset).

XYZ file:
```
78
C9H40AgBN18O9 wB97M-V/def2-TZVPD
Ag 2.698 2.157 3.117
B -0.727 0.251 1.838
H -0.996 -0.198 2.782
H 0.250 -0.042 1.487
H -1.362 0.000 1.002
H -0.703 1.319 1.991
C 0.707 -0.401 7.592
O 1.148 0.598 7.126
N 1.536 -1.332 8.024
N -0.583 -0.636 7.856
H 1.294 -2.250 8.368
H 2.454 -0.911 8.040
H -0.741 -1.532 8.295
H -1.312 -0.035 7.499
C 4.647 -3.785 -4.748
O 5.515 -4.408 -4.143
N 4.372 -3.936 -5.955
N 3.934 -2.896 -4.138
H 3.596 -3.419 -6.342
H 4.750 -4.749 -6.419
H 3.312 -2.379 -4.743
H 4.077 -2.699 -3.157
C -6.049 -2.228 -3.750
O -5.303 -2.534 -4.589
N -7.097 -2.895 -3.468
N -5.935 -1.056 -3.158
H -7.260 -3.734 -4.006
H -7.623 -2.738 -2.620
H -6.582 -0.658 -2.493
H -5.241 -0.396 -3.480
C -6.560 1.494 2.506
O -7.815 1.495 2.416
N -5.782 0.900 3.341
N -5.800 2.260 1.822
H -4.833 1.235 3.428
H -6.282 0.212 3.886
H -6.350 2.859 1.222
H -4.796 2.272 1.931
C 0.109 1.200 -6.125
O 0.711 0.240 -6.578
N -0.533 1.248 -5.025
N 0.283 2.421 -6.567
H -0.728 0.264 -4.909
H -0.997 2.048 -4.619
H -0.255 3.191 -6.196
H 0.785 2.664 -7.409
C 5.206 3.438 -1.905
O 4.780 2.682 -0.984
N 5.959 4.422 -1.534
N 4.984 3.415 -3.210
H 6.558 4.839 -2.233
H 5.857 4.722 -0.575
H 4.570 2.590 -3.618
H 5.460 4.132 -3.740
C 0.038 6.814 0.616
O 0.785 5.903 0.993
N -1.124 7.061 1.091
N 0.251 7.611 -0.343
H -1.863 7.660 0.753
H -1.241 6.528 1.942
H -0.310 8.449 -0.389
H 1.149 7.566 -0.805
C -3.529 -5.180 1.013
O -4.021 -6.225 0.763
N -2.234 -4.840 0.906
N -4.131 -4.316 1.687
H -2.035 -3.857 1.026
H -1.653 -5.544 0.475
H -3.724 -3.407 1.852
H -5.057 -4.546 2.017
C 5.678 -3.061 3.026
O 5.246 -1.986 3.477
N 6.699 -3.255 2.290
N 5.129 -4.214 3.282
H 7.046 -4.175 2.058
H 7.166 -2.375 2.123
H 4.805 -4.385 4.223
H 5.622 -4.946 2.791
```

Summary:
Multiplicity ... 2
HOMO level (spin up / spin down) ... -10.62 / -10.62 eV
Total charge ... +1
LUMO energy (spin up / spin down) ... -6.13 / -7.96 eV
Expectation value of S² ... 0.7529
Largest force on an atom ... 0.1652 hartree/bohr
Frontier orbital gap (spin up / spin down) ... 0.165 / 0.098 Ha

Mulliken atomic charge list, values in e, 4 entries: 0.987 -0.015 -0.019 0.047



(6)
# C9H40O11

A structure of composition C9H40O11 in a non-equilibrium geometry (wB97M-V/def2-TZVPD, the Open Molecules 2025 dataset).

XYZ file:
```
60
C9H40O11 wB97M-V/def2-TZVPD
O 0.066 -0.214 0.724
H -0.878 -0.195 0.566
H 0.413 0.502 0.193
O -1.487 1.728 1.091
H -1.268 1.236 1.883
H -1.105 2.594 1.232
O -1.010 0.452 2.678
H -0.066 0.458 2.521
H -1.254 -0.473 2.638
O -1.010 1.621 -1.316
H -0.687 2.514 -1.191
H -1.392 1.384 -0.471
O 0.552 2.597 1.516
H 1.102 1.897 1.164
H 0.119 2.970 0.749
O 0.365 -2.743 1.229
H 0.298 -1.990 0.643
H 0.066 -2.415 2.077
O 1.052 -0.297 2.592
H 0.935 -0.378 1.645
H 0.470 -0.961 2.963
O -1.519 -0.204 -1.761
H -1.274 0.642 -1.387
H -0.693 -0.681 -1.838
C 2.109 -0.906 -0.638
C 1.198 -0.936 -1.799
C 1.787 -1.769 -2.918
O -0.012 -1.444 -1.434
H 2.433 -1.898 -0.322
H 1.670 -0.229 0.094
H 3.093 -0.461 -0.781
H 0.906 0.041 -2.184
H 1.932 -2.831 -2.721
H 2.727 -1.401 -3.327
H 1.042 -1.746 -3.714
H -0.024 -2.375 -1.667
C -3.694 -2.665 0.504
C -3.630 -1.167 0.556
C -2.184 -0.542 0.597
O -4.162 -0.651 -0.611
H -2.984 -3.143 1.178
H -3.497 -2.947 -0.530
H -4.686 -2.973 0.833
H -4.255 -0.859 1.395
H -1.723 -0.723 1.569
H -2.117 0.503 0.295
H -1.490 -0.983 -0.118
H -3.664 -1.026 -1.340
C 1.404 1.646 -1.294
C 2.331 1.442 -0.143
C 3.181 2.753 0.127
O 1.743 1.009 0.982
H 0.789 2.534 -1.151
H 0.567 0.949 -1.353
H 1.968 1.702 -2.226
H 2.951 0.576 -0.373
H 3.916 2.915 -0.662
H 3.643 2.669 1.110
H 2.559 3.636 0.273
H 2.379 1.257 1.656
```

Summary:
HOMO level ... -8.25 eV
Energy above the lowest of the compared OMol25 structures with the same formula, charge and spin ... 27.459 eV
LUMO energy ... 0.23 eV
Largest force on an atom ... 0.2426 hartree/bohr
Frontier orbital gap ... 0.312 Ha

natural (NBO) atomic charge list, values in e, 4 entries: -1.169 0.527 0.635 -0.998



(7)
# C9H4Cl2N2NdO3Sm

A structure of composition C9H4Cl2N2NdO3Sm in a non-equilibrium geometry (wB97M-V/def2-TZVPD, the Open Molecules 2025 dataset).

XYZ file:
```
22
C9H4Cl2N2NdO3Sm wB97M-V/def2-TZVPD
Sm 2.620 -1.703 -2.944
Nd -0.502 -1.400 0.090
Cl 0.265 -0.432 -2.601
Cl 2.055 -2.290 -0.138
C -0.111 -2.660 2.174
C 1.106 -2.767 -4.369
C 2.694 -4.071 -2.901
O 0.201 -3.285 3.089
O 0.282 -3.385 -4.899
O 2.566 -5.218 -2.937
N -4.197 3.391 0.432
C -3.137 2.967 0.694
C -1.810 2.453 1.025
C -0.877 3.272 1.663
C 0.390 2.760 1.958
C 0.698 1.458 1.611
N -0.222 0.654 0.991
C -1.471 1.143 0.697
H -1.150 4.289 1.920
H 1.135 3.371 2.456
H 1.660 0.990 1.798
H -2.193 0.462 0.189
```

Summary:
Multiplicity ... 9
HOMO level (spin up / spin down) ... -21.77 / -21.77 eV
Total charge ... +4
LUMO energy (spin up / spin down) ... -17.83 / -16.25 eV
Expectation value of S² ... 20.0153
Largest force on an atom ... 0.1611 hartree/bohr
Frontier orbital gap (spin up / spin down) ... 0.145 / 0.203 Ha

Mulliken atomic charge list, values in e, 4 entries: 2.133 1.780 -0.406 -0.356



(8)
# C9H4FeN3OS3

A structure of composition C9H4FeN3OS3 (wB97M-V/def2-TZVPD, the Open Molecules 2025 dataset).

XYZ file:
```
21
C9H4FeN3OS3 wB97M-V/def2-TZVPD
Fe -0.743 -0.053 -1.316
O -1.879 0.124 0.281
N -1.347 0.736 1.345
C -2.017 0.589 2.509
C -1.579 1.187 3.653
C -0.422 1.970 3.601
C 0.244 2.108 2.411
C -0.208 1.469 1.244
S 0.631 1.562 -0.251
H -2.901 -0.025 2.440
H -2.131 1.042 4.570
H -0.052 2.460 4.491
H 1.142 2.702 2.328
S -0.110 0.060 -3.631
C 0.946 -1.262 -3.636
C 1.697 -1.448 -4.852
N 2.298 -1.579 -5.823
C 1.144 -2.170 -2.594
S 0.344 -2.129 -1.115
C 2.093 -3.242 -2.769
N 2.850 -4.098 -2.887
```

Summary:
Multiplicity ... 6
HOMO level (spin up / spin down) ... -8.60 / -8.99 eV
Energy above the lowest of the compared OMol25 structures with the same formula, charge and spin ... 0.218 eV
LUMO energy (spin up / spin down) ... -0.65 / -2.93 eV
Expectation value of S² ... 8.7825
Largest force on an atom ... 0.0081 hartree/bohr
Frontier orbital gap (spin up / spin down) ... 0.292 / 0.223 Ha

natural (NBO) atomic charge list, values in e, 4 entries: 1.299 -0.694 -0.001 0.039



Question: The lowest largest force on an atom belongs to which entry?
Answer: C9H4FeN3OS3